Record 1
Entry from OMol25: 2 unconnected molecules or ions with the total composition C23H37BClFN4O12PS3 at a distorted geometry (the ωB97M-V functional and the def2-TZVPD basis).

Properties
HOMO energy   -11.828 eV
HOMO-LUMO gap   7.40 eV
Charge   +1
LUMO energy   -4.43 eV

Element x y z (Å)
1 N 2.198 -3.723 1.400
2 P 1.446 -2.348 1.413
3 C 2.449 -1.070 0.502
4 C 3.706 -0.504 1.212
5 C 3.845 -0.888 2.655
6 O 4.085 -1.951 3.052
7 F 3.709 0.119 3.513
8 C 1.473 0.167 0.405
9 C 1.160 1.002 1.643
10 C -0.360 1.098 1.847
11 C -1.125 1.708 0.677
12 C -2.636 1.491 0.764
13 S -3.515 2.958 1.257
14 O -2.731 4.114 0.954
15 O -4.827 2.953 0.705
16 Cl -3.662 2.750 3.280
17 N 2.055 0.857 -0.763
18 C 1.878 2.308 -0.966
19 B 3.208 3.152 -0.639
20 O 4.424 2.587 -0.877
21 O 3.108 4.414 -0.154
22 C 2.684 0.088 -1.587
23 C 3.278 0.607 -2.840
24 S 2.724 -0.176 -4.386
25 O 3.684 0.245 -5.352
26 O 1.367 0.222 -4.617
27 C 2.585 -1.344 -1.024
28 C 1.411 -2.094 -1.715
29 C 0.156 -1.238 -2.100
30 C -1.087 -1.873 -1.530
31 O -1.538 -1.447 -0.483
32 N -1.667 -2.926 -2.215
33 C -3.094 -3.082 -1.916
34 C -3.535 -3.971 -0.952
35 C -4.901 -4.049 -0.694
36 C -5.806 -3.250 -1.385
37 C -5.364 -2.361 -2.363
38 C -3.997 -2.287 -2.614
39 C 3.780 -2.371 -1.099
40 S 5.247 -1.809 -1.898
41 O 5.009 -1.821 -3.314
42 O 5.702 -0.595 -1.283
43 H 2.381 -4.073 2.332
44 H 0.269 -2.466 0.660
45 H 1.175 -1.846 2.702
46 H 3.752 0.576 1.132
47 H 4.634 -0.857 0.770
48 H 0.515 -0.310 0.183
49 H 1.566 2.012 1.617
50 H 1.542 0.547 2.550
51 H -0.779 0.113 2.059
52 H -0.562 1.707 2.726
53 H -0.900 2.768 0.592
54 H -0.829 1.274 -0.277
55 H -2.902 0.639 1.380
56 H -3.022 1.272 -0.227
57 H 1.056 2.680 -0.370
58 H 1.566 2.436 -1.999
59 H 5.024 2.735 -0.136
60 H 2.289 4.562 0.331
61 H 4.357 0.508 -2.863
62 H 3.035 1.647 -3.014
63 H 2.884 -1.512 -4.222
64 H 1.780 -2.530 -2.636
65 H 1.097 -2.947 -1.123
66 H 0.139 -0.236 -1.706
67 H 0.045 -1.247 -3.178
68 H -1.623 -2.763 -3.215
69 H -2.836 -4.579 -0.398
70 H -5.302 -4.714 0.055
71 H -6.862 -3.292 -1.173
72 H -6.033 -1.716 -2.906
73 H -3.628 -1.586 -3.353
74 H 3.489 -3.272 -1.628
75 H 4.068 -2.727 -0.111
76 H 6.143 -2.792 -1.628
77 C -5.874 4.915 5.293
78 N -6.826 4.884 6.437
79 O -6.632 4.060 7.307
80 O -7.731 5.687 6.415
81 H -5.127 4.148 5.450
82 H -6.444 4.729 4.388
83 H -5.423 5.902 5.270

Cartesian forces (eV/Å) of the 6 atoms listed first:
-0.4 0.4 0.1
1.7 -2.4 -0.2
-2.4 2.6 0.7
0.4 -0.3 -0.2
-0.1 0.7 -0.6
0.4 -2.0 0.7

Atomic partial charges in e from the Mulliken method, atoms 1 to 5: number 1, N, carries -0.797; number 2, P, carries 0.217; number 3, C, carries 1.798; number 4, C, carries 0.310; number 5, C, carries -0.054

=====

Record 2
Entry from OMol25: a molecular structure, C23H37Br2I2N3PRu at a distorted geometry (the ωB97M-V functional and the def2-TZVPD basis).

Properties
Multiplicity   5
HOMO energy (spin up / spin down)   -17.873 / -18.022 eV
HOMO-LUMO gap (spin up / spin down)   7.97 / 6.89 eV
Charge   +3
LUMO energy (spin up / spin down)   -9.91 / -11.14 eV

Element x y z (Å)
1 Ru -0.811 -1.566 -0.323
2 Br 1.174 -3.123 -1.175
3 C 1.534 -4.917 -0.439
4 Br -0.053 -5.958 -0.157
5 H 2.050 -4.775 0.502
6 H 2.152 -5.398 -1.188
7 I -2.201 -0.600 -2.923
8 C -3.264 -0.007 -1.197
9 C -4.448 0.693 -1.271
10 C -5.051 1.066 -0.075
11 C -4.442 0.732 1.126
12 C -3.258 0.018 1.099
13 N -2.674 -0.353 -0.049
14 H -4.886 0.940 -2.228
15 H -5.985 1.612 -0.091
16 H -4.869 1.023 2.075
17 H -2.754 -0.262 2.013
18 I -1.130 -2.736 2.349
19 C -2.434 -3.577 0.896
20 C -3.448 -4.447 1.210
21 C -4.149 -5.013 0.147
22 C -3.772 -4.713 -1.154
23 C -2.749 -3.806 -1.364
24 N -2.105 -3.214 -0.347
25 H -3.680 -4.695 2.236
26 H -4.968 -5.693 0.344
27 H -4.256 -5.176 -2.002
28 H -2.423 -3.555 -2.362
29 C 1.842 0.699 -2.731
30 C 1.643 1.867 -1.763
31 C 2.807 2.843 -1.793
32 C 0.335 2.590 -2.096
33 P 1.389 1.154 0.043
34 N 0.362 -0.073 -0.073
35 C 0.548 2.456 1.251
36 C 1.261 3.793 1.182
37 C 0.602 1.842 2.649
38 C -0.919 2.594 0.838
39 C 3.075 0.470 0.820
40 C 3.839 -0.226 -0.298
41 C 2.703 -0.563 1.883
42 C 3.871 1.640 1.365
43 H 1.684 1.071 -3.746
44 H 1.121 -0.101 -2.560
45 H 2.841 0.279 -2.706
46 H 2.799 3.338 -2.769
47 H 3.778 2.364 -1.695
48 H 2.714 3.630 -1.046
49 H 0.307 2.773 -3.172
50 H 0.268 3.561 -1.607
51 H -0.539 1.990 -1.844
52 H 2.325 3.732 1.397
53 H 0.826 4.438 1.951
54 H 1.110 4.297 0.229
55 H 1.591 1.889 3.096
56 H 0.238 0.812 2.656
57 H -0.060 2.422 3.296
58 H -1.057 3.185 -0.062
59 H -1.445 3.113 1.643
60 H -1.381 1.619 0.710
61 H 3.257 -1.024 -0.755
62 H 4.732 -0.679 0.141
63 H 4.190 0.464 -1.059
64 H 1.980 -1.286 1.501
65 H 2.320 -0.125 2.800
66 H 3.611 -1.110 2.151
67 H 4.035 2.414 0.616
68 H 4.863 1.275 1.648
69 H 3.437 2.079 2.259

Cartesian forces (eV/Å) of the 6 atoms listed first:
0.4 1.1 0.4
0.2 0.5 -0.2
-0.6 -0.5 0.3
0.4 0.1 0.0
0.0 0.1 0.0
0.0 0.1 -0.1

Atomic partial charges in e from the natural (NBO) method, atoms 1 to 5: number 1, Ru, carries 0.952; number 2, Br, carries 0.152; number 3, C, carries -0.486; number 4, Br, carries 0.128; number 5, H, carries 0.254

=====

Record 3
Entry from OMol25: a molecular structure, C23H37EuN8PS2 at a distorted geometry (the ωB97M-V functional and the def2-TZVPD basis).

Properties
Multiplicity   8
HOMO energy (spin up / spin down)   0.351 / -1.118 eV
HOMO-LUMO gap (spin up / spin down)   4.10 / 5.57 eV
Charge   -2
LUMO energy (spin up / spin down)   4.45 / 4.45 eV

Element x y z (Å)
1 Eu -0.774 -1.201 0.171
2 S -2.990 0.452 0.796
3 C -4.218 -0.080 -0.326
4 C -5.400 0.661 -0.217
5 N -6.332 1.328 -0.087
6 C -4.125 -1.088 -1.256
7 S -2.738 -2.089 -1.602
8 C -5.245 -1.354 -2.057
9 N -6.145 -1.589 -2.736
10 C -1.041 -1.410 5.291
11 N 0.099 -1.791 4.488
12 C 1.300 -1.086 4.881
13 C -0.094 -2.052 3.115
14 N -1.192 -1.753 2.487
15 N 0.892 -2.709 2.497
16 C 1.420 -2.389 0.993
17 N 2.757 -2.985 1.129
18 N 1.462 -1.028 0.778
19 H -0.782 -1.573 6.339
20 H -1.897 -2.036 5.044
21 H -1.322 -0.352 5.173
22 H 1.667 -1.480 5.832
23 H 1.094 -0.013 5.004
24 H 2.071 -1.202 4.125
25 H -1.865 -1.264 3.077
26 H 1.688 -2.936 3.078
27 H 2.645 -3.993 1.190
28 H 3.274 -2.786 0.278
29 H 2.301 -0.671 1.247
30 C 1.766 3.810 -1.479
31 C 1.320 2.387 -1.796
32 C 2.506 1.432 -1.673
33 P -0.129 1.644 -0.843
34 C -0.239 2.474 0.848
35 C -0.615 3.948 0.954
36 C 1.027 2.156 1.640
37 C -1.605 2.309 -1.792
38 C -1.902 1.282 -2.885
39 C -1.522 3.700 -2.408
40 H 2.563 4.102 -2.165
41 H 2.165 3.871 -0.472
42 H 0.957 4.525 -1.585
43 H 0.976 2.360 -2.838
44 H 2.891 1.421 -0.656
45 H 3.309 1.748 -2.341
46 H 2.210 0.411 -1.917
47 H -1.059 1.903 1.309
48 H 0.142 4.599 0.526
49 H -0.714 4.198 2.011
50 H -1.573 4.144 0.482
51 H 1.867 2.755 1.296
52 H 1.273 1.099 1.524
53 H 0.872 2.363 2.699
54 H -2.425 2.292 -1.064
55 H -1.103 1.258 -3.626
56 H -2.834 1.521 -3.393
57 H -1.999 0.278 -2.459
58 H -0.760 3.754 -3.183
59 H -1.321 4.468 -1.668
60 H -2.483 3.923 -2.870
61 N 0.508 -3.012 0.079
62 C 1.067 -3.271 -1.154
63 C 1.948 -4.347 -1.388
64 C 2.547 -4.530 -2.616
65 C 2.297 -3.663 -3.668
66 C 1.387 -2.632 -3.487
67 C 0.782 -2.440 -2.264
68 H 2.136 -5.054 -0.589
69 H 3.222 -5.364 -2.761
70 H 2.798 -3.787 -4.616
71 H 1.165 -1.963 -4.309
72 H 0.073 -1.600 -2.137

Cartesian forces (eV/Å) of the 6 atoms listed first:
-1.9 2.2 -0.7
-0.8 0.2 0.1
1.0 -0.7 -0.1
-1.0 0.6 0.0
-0.3 0.1 0.0
1.1 0.3 0.8

Atomic partial charges in e from the Mulliken method, atoms 1 to 5: number 1, Eu, carries 0.507; number 2, S, carries -0.465; number 3, C, carries 0.581; number 4, C, carries -0.170; number 5, N, carries -0.695

=====

Short version: energy relative to the best compared isomer or geometry (same formula, charge and spin) = 0.0; 0.0; 29.5 kJ/mol, in the order given.
Short version: total energy = -112682.0981; -197051.5959; -86661.4285 eV, in the order given.